1.
{
  "formula": "C2H5NOS2",
  "method": "the ωB97M-V functional and the def2-TZVPD basis",
  "relative_energy_kcal_mol": 94.46,
  "energy_ev": -27358.9604,
  "homo_ev": [-7.773, -7.771],
  "e_lumo_ev": [-0.1, -0.1],
  "species": ["S", "S", "O", "N", "C", "C", "H", "H", "H", "H", "H"],
  "coordinates": [[1.13, -1.55, -1.07], [1.28, 1.15, 0.99], [-2.09, -0.33, 0.97], [-0.05, -0.31, -1.00], [-1.45, -1.17, 0.46], [0.12, 0.95, -0.51], [2.17, -0.81, -0.79], [0.61, 1.42, 2.10], [0.41, 1.72, -1.28], [-1.27, -2.31, 0.34], [-0.86, 1.24, -0.22]]
}

2.
{
  "formula": "C2H5NOSi",
  "method": "the ωB97M-V functional and the def2-TZVPD basis",
  "relative_energy_kcal_mol": 0.00,
  "energy_ev": -13566.0544,
  "homo_ev": [-6.613, -11.177],
  "e_lumo_ev": [0.7, -2.2],
  "spin_multiplicity": 3,
  "species": ["Si", "O", "N", "C", "C", "H", "H", "H", "H", "H"],
  "coordinates": [[0.56, 1.52, 0.96], [1.54, 0.82, -0.23], [-3.60, -0.56, 1.38], [1.56, -0.52, -0.58], [-3.24, -0.59, 0.30], [1.85, -1.14, 0.25], [0.61, -0.91, -1.03], [1.26, 2.76, 1.00], [-2.89, -0.69, -0.71], [2.37, -0.69, -1.34]]
}

3.
{
  "formula": "C2H5NS",
  "method": "the ωB97M-V functional and the def2-TZVPD basis",
  "relative_energy_kcal_mol": 131.84,
  "energy_ev": -14474.6198,
  "homo_ev": [-8.845, -8.425],
  "e_lumo_ev": [-0.9, -0.5],
  "smiles": "C=S(C)#N",
  "species": ["S", "N", "C", "C", "H", "H", "H", "H", "H"],
  "coordinates": [[0.52, 0.69, -0.67], [0.30, -0.26, -1.88], [-1.23, 0.67, -0.45], [0.89, -0.27, 0.92], [0.30, -1.35, 0.99], [-1.68, 0.96, -1.37], [-1.57, -0.26, -0.16], [0.57, 0.41, 1.72], [1.89, -0.59, 0.90]]
}

4.
{
  "formula": "C2H5NS",
  "method": "the ωB97M-V functional and the def2-TZVPD basis",
  "relative_energy_kcal_mol": 114.02,
  "energy_ev": -14475.3924,
  "homo_ev": [-8.117, -8.872],
  "e_lumo_ev": [0.0, -0.2],
  "species": ["S", "N", "C", "C", "H", "H", "H", "H", "H"],
  "coordinates": [[-1.32, 1.46, -0.56], [-1.60, -0.17, -0.37], [0.28, 0.93, 0.17], [-0.43, -0.39, 0.48], [0.11, -1.31, 0.29], [0.62, 1.54, 1.00], [-0.81, -0.40, 1.51], [-1.24, -0.84, -2.25], [1.04, 0.83, -0.60]]
}

5.
{
  "formula": "C2H5NS",
  "method": "the ωB97M-V functional and the def2-TZVPD basis",
  "relative_energy_kcal_mol": 89.84,
  "energy_ev": -14476.4410,
  "homo_ev": [-8.803, -8.804],
  "e_lumo_ev": [-1.5, -1.5],
  "species": ["S", "N", "C", "C", "H", "H", "H", "H", "H"],
  "coordinates": [[-0.02, -1.06, -0.57], [0.67, 0.47, 1.31], [-0.15, 0.08, -2.01], [0.11, 0.00, 2.29], [-0.87, 0.87, -1.83], [0.35, 0.56, 3.35], [0.82, 0.45, -2.08], [-0.33, -0.50, -3.01], [-0.59, -0.86, 2.55]]
}

6.
{
  "formula": "C2H5NS2",
  "method": "the ωB97M-V functional and the def2-TZVPD basis",
  "relative_energy_kcal_mol": 99.50,
  "energy_ev": -25311.5115,
  "homo_ev": -8.339,
  "e_lumo_ev": 0.3,
  "species": ["S", "S", "N", "C", "C", "H", "H", "H", "H", "H"],
  "coordinates": [[-0.22, -1.64, 0.04], [0.15, 1.25, -0.48], [-1.12, 0.48, 1.63], [-0.57, -0.11, 0.54], [1.62, 0.35, -1.20], [1.88, 0.92, -2.28], [-1.66, -0.01, 2.53], [2.59, 0.14, -0.34], [-1.63, 1.44, 1.31], [1.57, -1.15, -1.58]]
}